14
Properties=species:S:1:pos:R:3:lowdin_charge:R:1 method="wB97M-V/def2-TZVPD" energy_ev=-8371.252 homo_energy_ev=-10.101 orbital_gap_ev=11.158 de_lowest_kcal_mol=46.8 lumo_ev=1.06
C 0.0984 1.8370 0.4164 -0.051
C 0.3242 0.3355 0.5263 -0.405
O -0.2409 -0.1426 1.7265 -0.025
C -0.2718 -0.4154 -0.6772 -0.236
C 0.1564 -1.7765 -1.0019 -0.095
O -1.0818 -1.5397 -0.3385 -0.053
H -0.9721 2.0585 0.3438 0.087
H 0.4905 2.3319 1.3096 0.082
H 0.6085 2.2530 -0.4611 0.083
H 1.4098 0.1471 0.5495 0.142
H -0.8156 -0.8855 1.4810 0.085
H -0.7006 0.2008 -1.4687 0.148
H 0.9297 -2.2406 -0.3893 0.123
H 0.0652 -2.1636 -2.0164 0.114

14
Properties=species:S:1:pos:R:3:lowdin_charge:R:1 method="wB97M-V/def2-TZVPD" energy_ev=-8368.714 homo_energy_ev=-8.345 orbital_gap_ev=9.075 de_lowest_kcal_mol=105.3 lumo_ev=0.73
C 1.1458 0.5626 -2.1652 -0.124
O 0.0638 1.0085 -1.3927 -0.198
C 0.0533 0.4370 -0.1155 -0.292
C -1.0429 1.1044 0.6843 0.014
C -1.0715 -0.9651 1.9867 -0.060
O -1.4764 0.3936 1.6904 -0.140
H 2.1011 0.9634 -1.7916 0.090
H 1.2138 -0.5376 -2.1770 0.087
H 0.9820 0.9161 -3.1855 0.090
H 0.9844 0.6768 0.4452 0.142
H 0.0155 -0.6659 -0.1993 0.111
H -1.3564 -1.6257 1.1641 0.093
H 0.0049 -1.0253 2.1683 0.094
H -1.6174 -1.2428 2.8879 0.092

14
Properties=species:S:1:pos:R:3:lowdin_charge:R:1 method="wB97M-V/def2-TZVPD" energy_ev=-8371.117 homo_energy_ev=-9.896 orbital_gap_ev=10.266 de_lowest_kcal_mol=49.9 lumo_ev=0.37
C 1.9497 0.3714 -1.4183 -0.154
O 1.2406 0.1703 -0.2128 -0.143
C -0.7962 -0.4904 1.9406 0.031
C -1.5448 -0.6230 0.8460 -0.148
C -1.6729 0.4932 -0.1220 -0.304
O -2.2674 0.3985 -1.1727 0.039
H 1.2880 0.3635 -2.2953 0.082
H 2.7414 -0.3770 -1.5637 0.079
H 2.4181 1.3557 -1.3476 0.081
H -0.2569 0.4352 2.1332 0.072
H -0.6722 -1.2919 2.6633 0.068
H -2.0787 -1.5395 0.6034 0.109
H 0.8336 -0.7041 -0.2395 0.066
H -1.1824 1.4382 0.1855 0.122

14
Properties=species:S:1:pos:R:3:lowdin_charge:R:1 method="wB97M-V/def2-TZVPD" energy_ev=-8369.020 homo_energy_ev=-9.094 orbital_gap_ev=9.915 de_lowest_kcal_mol=98.3 lumo_ev=0.82
C 0.1767 1.6411 0.0704 0.040
C -0.4293 -0.0417 -0.4768 -0.159
C -1.6417 -0.9031 -0.0051 -0.056
O 0.5993 -0.2791 0.5548 -0.175
C 1.7922 -0.6839 0.2137 -0.403
O 2.0211 -1.4353 -0.6976 0.065
H -0.7224 2.0945 0.4258 0.036
H 0.9581 1.8170 0.8892 0.094
H 0.6139 2.0167 -0.8391 0.047
H -0.0994 -0.5137 -1.4408 0.129
H -1.2892 -1.9342 0.2132 0.091
H -2.4632 -1.0201 -0.7265 0.073
H -2.0594 -0.5127 0.9223 0.068
H 2.5433 -0.2453 0.8967 0.150

14
Properties=species:S:1:pos:R:3:lowdin_charge:R:1 method="wB97M-V/def2-TZVPD" energy_ev=-8371.891 homo_energy_ev=-9.524 orbital_gap_ev=10.421 de_lowest_kcal_mol=32.1 lumo_ev=0.90
C 1.0371 0.1372 -1.5454 -0.099
O 1.2957 -0.3766 -0.2591 -0.186
C 0.7886 0.4788 0.7308 -0.173
C -0.7465 0.4600 0.7687 -0.426
O -1.3854 1.4860 0.8612 0.081
C -1.4140 -0.9024 0.7200 -0.008
H 1.3356 -0.6272 -2.2613 0.093
H -0.0307 0.3658 -1.6785 0.091
H 1.6083 1.0593 -1.7268 0.095
H 1.1814 0.1133 1.6872 0.139
H 1.1305 1.5140 0.5896 0.131
H -2.2098 -0.9212 1.4695 0.088
H -0.7031 -1.7121 0.8978 0.081
H -1.8878 -1.0749 -0.2537 0.092

14
Properties=species:S:1:pos:R:3:lowdin_charge:R:1 method="wB97M-V/def2-TZVPD" energy_ev=-8368.649 homo_energy_ev=-8.496 orbital_gap_ev=9.337 de_lowest_kcal_mol=106.8 lumo_ev=0.84
C -1.8232 -0.5161 0.9275 -0.109
O -0.6986 0.3167 0.9918 -0.115
C 0.3289 -0.1928 0.2148 -0.495
C 0.3933 -0.1323 -1.2509 0.036
C 1.6020 0.4963 0.1087 -0.125
O 1.9082 1.7511 -0.3250 0.000
H -2.5798 -0.0616 1.5656 0.090
H -2.1986 -0.5988 -0.1024 0.089
H -1.5900 -1.5292 1.2954 0.093
H 0.6214 -1.2190 0.4914 0.153
H 0.3504 -1.0243 -1.8762 0.069
H -0.1493 0.7185 -1.7047 0.093
H 1.4574 1.7973 -1.1724 0.081
H 2.3780 0.1941 0.8364 0.143

14
Properties=species:S:1:pos:R:3:lowdin_charge:R:1 method="wB97M-V/def2-TZVPD" energy_ev=-8372.459 homo_energy_ev=-10.178 orbital_gap_ev=11.018 de_lowest_kcal_mol=19.0 lumo_ev=0.84
C 1.3861 -0.7777 -0.7326 -0.032
C 0.7784 0.2185 0.2692 -0.381
O 1.4707 1.4364 0.1753 -0.035
C -0.7162 0.5277 0.0351 -0.366
O -0.9790 1.5535 -0.5656 0.075
C -1.8596 -0.3070 0.5696 -0.001
H 1.1118 -1.8201 -0.5390 0.079
H 2.4738 -0.6884 -0.6386 0.084
H 1.1268 -0.5187 -1.7647 0.087
H 0.9064 -0.1857 1.2839 0.145
H 0.8450 2.0452 -0.2562 0.082
H -2.4245 -0.7361 -0.2648 0.092
H -2.5384 0.3905 1.0731 0.092
H -1.5767 -1.0992 1.2662 0.080

14
Properties=species:S:1:pos:R:3:lowdin_charge:R:1 method="wB97M-V/def2-TZVPD" energy_ev=-8368.464 homo_energy_ev="-7.673 / -7.601" orbital_gap_ev="8.381 / 8.250" de_lowest_kcal_mol=111.1 lumo_ev="0.71 / 0.65"
C 0.6728 -2.0869 0.4030 -0.067
O 0.9395 -1.2595 1.3783 -0.157
C 1.5895 -0.1433 1.3372 -0.044
C -0.3753 0.8032 -0.8885 -0.331
O 0.5683 1.2858 -1.4718 0.031
C -1.7532 1.3960 -0.8171 -0.047
H 0.1584 -2.9854 0.7086 0.066
H -0.2996 -0.1910 -0.3938 0.069
H 1.2136 -1.9859 -0.5336 0.083
H 1.6016 0.4235 2.2574 0.075
H 2.0053 0.1949 0.3947 0.076
H -1.8220 2.3376 -1.3671 0.080
H -2.0480 1.5505 0.2286 0.083
H -2.4507 0.6604 -1.2358 0.083

14
Properties=species:S:1:pos:R:3:lowdin_charge:R:1 method="wB97M-V/def2-TZVPD" energy_ev=-8368.437 homo_energy_ev=-9.581 orbital_gap_ev=10.303 de_lowest_kcal_mol=111.7 lumo_ev=0.72
C -0.6729 -1.0649 0.4808 -0.116
C -0.3203 0.3923 -0.0886 -0.523
C 1.1098 0.7082 0.0038 -0.055
C 0.2668 0.9137 -1.2273 -0.080
H 1.0495 -2.2574 0.2986 0.143
H -1.6622 -0.9914 0.0879 0.102
H -0.7036 -1.1053 1.5525 0.114
H -1.2001 1.3001 1.3610 0.043
H 1.5553 -0.4812 -0.0024 0.143
H 1.5511 1.3963 0.8950 0.161
H 0.0998 1.8512 -1.5296 0.078
H 0.2502 0.3535 -2.1283 0.115
O 0.0921 -2.1825 -0.1891 -0.139
O -1.4155 1.1673 0.4858 0.014

14
Properties=species:S:1:pos:R:3:lowdin_charge:R:1 method="wB97M-V/def2-TZVPD" energy_ev=-8371.077 homo_energy_ev=-9.160 orbital_gap_ev=9.920 de_lowest_kcal_mol=50.8 lumo_ev=0.76
C 1.5440 -0.1205 -0.2603 -0.060
C 0.3704 -0.3609 0.6683 -0.209
C -0.7606 0.6517 0.6450 -0.257
O -0.8071 1.4609 -0.5093 -0.021
C -1.0341 -0.7637 0.2606 -0.302
O -1.3828 -1.0574 -1.0388 0.008
H 2.3508 -0.8342 -0.0766 0.078
H 1.2336 -0.2259 -1.3031 0.081
H 1.9972 0.8779 -0.1328 0.083
H 0.5548 -0.9786 1.5319 0.128
H -1.1750 1.1482 1.5211 0.142
H 0.0787 1.7604 -0.7485 0.091
H -1.5524 -1.3681 1.0047 0.148
H -1.3657 -0.1972 -1.4882 0.090

14
Properties=species:S:1:pos:R:3:lowdin_charge:R:1 method="wB97M-V/def2-TZVPD" energy_ev=-8369.702 homo_energy_ev=-8.845 orbital_gap_ev=9.822 de_lowest_kcal_mol=82.6 lumo_ev=0.98
C 1.0200 0.1884 2.4910 -0.107
C -0.2994 0.0800 2.3391 -0.106
C -0.6604 0.3786 -0.4672 -0.165
O 0.5865 -0.0630 -0.6018 0.006
O -1.2812 0.3274 -1.6215 -0.113
C -0.6397 -0.1674 -2.8080 -0.064
H 1.5058 1.1614 2.5140 0.058
H 1.6561 -0.6841 2.6218 0.056
H 0.9597 -0.0109 0.3010 0.051
H -0.7980 -0.8866 2.3057 0.065
H -0.9402 0.9432 2.1997 0.050
H -1.2842 0.1452 -3.6285 0.091
H 0.3612 0.2523 -2.9163 0.086
H -0.5772 -1.2576 -2.7670 0.093

14
Properties=species:S:1:pos:R:3:lowdin_charge:R:1 method="wB97M-V/def2-TZVPD" energy_ev=-8371.542 homo_energy_ev=-9.549 orbital_gap_ev=10.596 de_lowest_kcal_mol=40.1 lumo_ev=1.05
C -1.9108 -0.4891 -0.4986 -0.074
C -0.5235 -0.0683 -0.9565 -0.268
O 0.0164 0.7763 0.0530 -0.161
C 1.4143 0.7675 0.2564 -0.183
C 1.6618 -0.1417 1.4504 -0.224
O 2.1620 -1.2372 1.3729 0.057
H -2.4514 0.3869 -0.1290 0.078
H -1.8477 -1.2190 0.3133 0.077
H -2.4834 -0.9291 -1.3206 0.076
H 0.1087 -0.9491 -1.1368 0.122
H -0.5789 0.4985 -1.8977 0.119
H 1.7182 1.7960 0.4942 0.125
H 1.9892 0.4139 -0.6092 0.129
H 1.2778 0.2518 2.4152 0.128